[1]
Entry from the Open Molecules 2025 dataset: a cluster of 3 separate species, C17H40BNO11 in total (ωB97M-V with the def2-TZVPD basis set).

Computed properties:
SMILES string   CCNOC(=O)OB(O)OCC.COCCOCCOC.COCCOCCOC
Strongest force on any atom   0.7 eV/Å
Orbital gap   9.577 eV
E_tot   -42965.0346 eV
ΔE to the lowest compared entry with this formula, charge and spin   0.00 kcal/mol

ORCA input file:
```
! wB97M-V def2-TZVPD RIJCOSX def2/J DEFGRID3
* xyz 0 1
C -4.342 2.269 6.182
C -4.611 0.774 6.113
N -6.059 0.531 6.155
O -6.441 -0.544 5.283
C -6.093 -1.750 5.827
O -6.748 -2.327 6.636
O -4.945 -2.199 5.294
B -3.948 -2.884 6.010
O -3.982 -3.034 7.362
O -2.938 -3.416 5.274
C -1.651 -2.793 5.306
C -1.555 -1.630 4.339
H -3.267 2.449 6.241
H -4.728 2.769 5.294
H -4.802 2.713 7.066
H -4.253 0.364 5.169
H -4.073 0.263 6.924
H -6.394 0.268 7.078
H -4.503 -2.401 7.864
H -0.922 -3.565 5.054
H -1.427 -2.469 6.329
H -2.048 -1.885 3.399
H -0.505 -1.430 4.111
H -2.000 -0.719 4.744
C -0.546 -2.988 -1.318
O 0.142 -1.804 -0.990
C -0.525 -1.015 -0.025
C 0.455 -0.222 0.810
O 1.167 -0.983 1.771
C 2.204 -1.840 1.322
C 3.446 -1.122 0.845
O 3.225 -0.571 -0.436
C 3.992 0.574 -0.720
H -1.488 -2.781 -1.841
H 0.100 -3.567 -1.976
H -0.767 -3.581 -0.423
H -1.135 -1.646 0.633
H -1.194 -0.304 -0.531
H -0.131 0.487 1.400
H 1.129 0.348 0.167
H 1.852 -2.529 0.551
H 2.479 -2.425 2.203
H 4.273 -1.845 0.801
H 3.714 -0.338 1.564
H 3.866 1.345 0.049
H 3.630 0.962 -1.671
H 5.059 0.347 -0.819
C 5.030 3.471 -7.494
O 3.889 3.305 -6.687
C 2.689 3.713 -7.318
C 1.507 2.910 -6.825
O 1.461 1.582 -7.318
C 2.319 0.627 -6.718
C 1.864 0.149 -5.358
O 2.116 1.123 -4.364
C 1.225 1.042 -3.273
H 5.247 4.530 -7.679
H 5.870 3.029 -6.963
H 4.913 2.965 -8.459
H 2.773 3.600 -8.406
H 2.500 4.773 -7.099
H 0.610 3.389 -7.224
H 1.454 2.937 -5.735
H 3.350 0.985 -6.669
H 2.287 -0.236 -7.388
H 2.408 -0.774 -5.115
H 0.793 -0.087 -5.398
H 0.182 1.106 -3.603
H 1.437 1.891 -2.623
H 1.363 0.114 -2.705
*
```

[2]
Entry from the Open Molecules 2025 dataset: a structure of composition C9H10ClN5NiO2S4 at a distorted geometry (ωB97M-V with the def2-TZVPD basis set).

Computed properties:
Strongest force on any atom   2.3 eV/Å
Orbital gap (alpha / beta)   4.264 / 4.403 eV
E_tot   -117945.6725 eV
ΔE to the lowest compared entry with this formula, charge and spin   7.40 kcal/mol

ORCA input file:
```
! wB97M-V def2-TZVPD RIJCOSX def2/J DEFGRID3
* xyz -2 3
Ni 1.780 0.515 -0.203
S 3.827 1.693 -0.446
S 3.862 3.317 0.664
S 1.779 4.179 0.571
S 0.794 3.005 -0.670
Cl -0.284 0.295 2.380
C 1.384 0.654 1.829
H 1.998 -0.059 2.407
H 1.576 1.658 2.242
N 0.074 -0.030 -1.029
C -1.063 0.113 -0.883
N -2.375 0.245 -0.871
C -2.965 1.470 -0.357
C -3.424 1.302 1.096
O -4.241 0.149 1.255
C -3.530 -1.011 0.870
C -3.180 -0.934 -0.620
H -3.827 1.706 -0.996
H -2.225 2.267 -0.425
H -4.043 2.150 1.394
H -2.548 1.228 1.751
H -4.188 -1.861 1.073
H -2.607 -1.103 1.459
H -4.106 -0.834 -1.201
H -2.634 -1.820 -0.945
O 2.652 -1.221 -0.591
N 3.624 -1.985 -0.312
C 4.324 -2.570 -1.290
C 4.094 -2.470 -2.672
N 3.887 -2.432 -3.808
C 5.363 -3.436 -0.946
N 6.221 -4.180 -0.725
*
```

[3]
Entry from the Open Molecules 2025 dataset: a cluster of 2 separate species, C5H12NO in total at a distorted geometry (ωB97M-V with the def2-TZVPD basis set).

Computed properties:
Strongest force on any atom   5.8 eV/Å
Orbital gap   8.709 eV
E_tot   -8907.4019 eV
ΔE to the lowest compared entry with this formula, charge and spin   74.42 kcal/mol

ORCA input file:
```
! wB97M-V def2-TZVPD RIJCOSX def2/J DEFGRID3
* xyz 1 1
C -0.944 -2.023 -0.723
C -0.384 -1.042 0.456
C 1.006 -0.308 0.115
C 1.983 -0.683 -0.746
C 0.477 1.773 1.399
N 1.125 0.732 0.958
H -1.407 -1.620 -1.538
H -0.011 -2.532 -0.929
H -1.731 -2.624 -0.307
H -1.281 -0.430 0.651
H -0.167 -1.531 1.466
H 1.899 -1.639 -1.290
H 2.866 -0.106 -0.789
H 0.915 2.234 2.224
H -0.643 1.630 1.364
H 2.003 0.689 1.424
H -2.449 1.149 -2.054
H -3.066 1.467 -0.710
O -2.204 1.485 -1.153
*
```

[4]
Entry from the Open Molecules 2025 dataset: an isolated molecule of C4H9N3 at a distorted geometry (ωB97M-V with the def2-TZVPD basis set).

Computed properties:
SMILES string   [H]/N=C1\CNCCN1
Strongest force on any atom   4.4 eV/Å
Orbital gap   9.534 eV
E_tot   -8762.4220 eV
ΔE to the lowest compared entry with this formula, charge and spin   48.50 kcal/mol

ORCA input file:
```
! wB97M-V def2-TZVPD RIJCOSX def2/J DEFGRID3
* xyz 0 1
H -2.919 0.675 -0.250
N -2.704 -0.366 0.029
C -1.379 -0.214 0.061
C -0.750 1.241 0.015
N 0.739 1.122 -0.324
C 1.577 0.020 0.296
C 0.914 -1.328 -0.243
N -0.556 -1.301 0.093
H -0.975 1.806 1.046
H -1.164 1.930 -0.878
H 1.222 1.995 -0.084
H 1.672 0.024 1.424
H 2.675 0.224 -0.068
H 1.228 -1.552 -1.274
H 1.453 -2.149 0.295
H -1.033 -2.129 -0.138
*
```

Among the records above, which one has the highest strongest force on any atom?
C5H12NO

Which formula does entry 4 have?
C4H9N3

Copy entry 1 word for word.
Entry from the Open Molecules 2025 dataset: a cluster of 3 separate species, C17H40BNO11 in total (ωB97M-V with the def2-TZVPD basis set).

Computed properties:
SMILES string   CCNOC(=O)OB(O)OCC.COCCOCCOC.COCCOCCOC
Strongest force on any atom   0.7 eV/Å
Orbital gap   9.577 eV
E_tot   -42965.0346 eV
ΔE to the lowest compared entry with this formula, charge and spin   0.00 kcal/mol

ORCA input file:
```
! wB97M-V def2-TZVPD RIJCOSX def2/J DEFGRID3
* xyz 0 1
C -4.342 2.269 6.182
C -4.611 0.774 6.113
N -6.059 0.531 6.155
O -6.441 -0.544 5.283
C -6.093 -1.750 5.827
O -6.748 -2.327 6.636
O -4.945 -2.199 5.294
B -3.948 -2.884 6.010
O -3.982 -3.034 7.362
O -2.938 -3.416 5.274
C -1.651 -2.793 5.306
C -1.555 -1.630 4.339
H -3.267 2.449 6.241
H -4.728 2.769 5.294
H -4.802 2.713 7.066
H -4.253 0.364 5.169
H -4.073 0.263 6.924
H -6.394 0.268 7.078
H -4.503 -2.401 7.864
H -0.922 -3.565 5.054
H -1.427 -2.469 6.329
H -2.048 -1.885 3.399
H -0.505 -1.430 4.111
H -2.000 -0.719 4.744
C -0.546 -2.988 -1.318
O 0.142 -1.804 -0.990
C -0.525 -1.015 -0.025
C 0.455 -0.222 0.810
O 1.167 -0.983 1.771
C 2.204 -1.840 1.322
C 3.446 -1.122 0.845
O 3.225 -0.571 -0.436
C 3.992 0.574 -0.720
H -1.488 -2.781 -1.841
H 0.100 -3.567 -1.976
H -0.767 -3.581 -0.423
H -1.135 -1.646 0.633
H -1.194 -0.304 -0.531
H -0.131 0.487 1.400
H 1.129 0.348 0.167
H 1.852 -2.529 0.551
H 2.479 -2.425 2.203
H 4.273 -1.845 0.801
H 3.714 -0.338 1.564
H 3.866 1.345 0.049
H 3.630 0.962 -1.671
H 5.059 0.347 -0.819
C 5.030 3.471 -7.494
O 3.889 3.305 -6.687
C 2.689 3.713 -7.318
C 1.507 2.910 -6.825
O 1.461 1.582 -7.318
C 2.319 0.627 -6.718
C 1.864 0.149 -5.358
O 2.116 1.123 -4.364
C 1.225 1.042 -3.273
H 5.247 4.530 -7.679
H 5.870 3.029 -6.963
H 4.913 2.965 -8.459
H 2.773 3.600 -8.406
H 2.500 4.773 -7.099
H 0.610 3.389 -7.224
H 1.454 2.937 -5.735
H 3.350 0.985 -6.669
H 2.287 -0.236 -7.388
H 2.408 -0.774 -5.115
H 0.793 -0.087 -5.398
H 0.182 1.106 -3.603
H 1.437 1.891 -2.623
H 1.363 0.114 -2.705
*
```

Which formula does entry 1 have?
C17H40BNO11